Computed, not measured: C3H2S5 in the gas phase in a non-equilibrium geometry, with the ωB97M-V functional and the def2-TZVPD basis.

Structure (XYZ):
```
10
Properties=species:S:1:pos:R:3:mulliken_charge:R:1
C 1.102 0.056 0.218 0.299
C 0.005 -0.329 -0.613 -0.283
C -1.271 0.436 -0.323 0.227
H 3.246 1.541 0.416 0.201
H -2.532 -1.723 0.928 0.176
S 2.529 0.610 -0.652 -0.139
S 0.963 -0.379 1.825 -0.106
S 0.103 -1.812 -1.442 -0.057
S -2.869 -0.402 0.326 -0.165
S -1.275 2.002 -0.683 -0.153
```

Output
Orbital gap   7.1 eV
Highest occupied orbital energy   -0.33481 hartree
Charge   0
ΔE to the lowest compared entry with this formula, charge and spin   1.772 eV
Structure (SMILES)   S=C(S)C(=S)C(=S)S